[1]
7
Properties=species:S:1:pos:R:3:forces:R:3 method="wB97M-V/def2-TZVPD" energy_ev=-9614.205 relative_energy_kcal_mol=73.8 homo_lumo_gap_ev=10.26 fmax_ev_per_a=6.1
O 0.1085 -0.9499 -0.1940 3.7795 -4.1342 0.6709
O 2.2908 0.0838 0.0302 0.1246 -2.4973 0.3704
N -0.9425 0.9647 0.0619 3.7889 -1.0927 -2.4952
N -1.0443 -0.3854 -0.0974 -5.4595 1.3356 2.0011
N 0.3151 1.2131 -0.2433 -2.2464 0.2259 2.8972
C 1.1183 -0.0324 -0.0178 -2.5496 5.0892 -2.2416
H -1.8459 -0.8940 0.4605 2.5625 1.0734 -1.2027


[2]
8
Properties=species:S:1:pos:R:3:forces:R:3 method="wB97M-V/def2-TZVPD" energy_ev=-11657.469 relative_energy_kcal_mol=3.9 s_squared=2.03 homo_lumo_gap_ev="11.19 / 7.77" spin_multiplicity=3 fmax_ev_per_a=4.4
O -1.7126 -1.1025 -0.7867 -0.6112 -0.6264 -0.7500
O 1.9725 0.8076 -1.4190 1.4699 1.3106 -1.1549
O 1.0921 -0.7549 -0.2082 0.8711 0.5544 -0.0455
N 1.2820 0.4505 -0.5500 -1.7872 -3.4310 2.0196
N 0.3078 1.1349 0.0010 -2.1307 2.7698 1.8774
N -1.3759 -0.7749 1.5112 0.2172 0.1420 2.9428
C -1.6228 -1.0175 0.3719 0.1793 0.3577 -2.2196
H 0.0570 1.2568 1.0799 1.7917 -1.0772 -2.6698


[3]
9
Properties=species:S:1:pos:R:3:forces:R:3 method="wB97M-V/def2-TZVPD" energy_ev=-22493.299 relative_energy_kcal_mol=189.9 homo_lumo_gap_ev=6.01 fmax_ev_per_a=5.4
S 0.4619 -1.0243 -1.2002 -0.9118 2.1768 1.8144
O 2.5250 0.5222 0.0439 1.0727 -1.0149 1.5852
O 1.0360 1.5262 -1.0731 -0.8582 0.9831 -0.2615
O -0.2529 -0.2571 -2.1938 -0.1372 -1.0308 0.0268
N -0.6544 -0.1314 1.0366 4.7364 0.2142 -2.5611
N -3.0129 -0.4847 1.2492 -0.5926 -0.6550 -0.0551
N 1.5004 0.5876 -0.5404 -0.0833 -0.2330 -1.7526
C -1.8511 -0.4722 1.1593 -1.6143 0.0327 0.8639
H 0.2480 -0.2663 1.5184 -1.6117 -0.4732 0.3400


[4]
8
Properties=species:S:1:pos:R:3:forces:R:3 method="wB97M-V/def2-TZVPD" energy_ev=-28682.030 relative_energy_kcal_mol=54.9 homo_lumo_gap_ev=5.70 fmax_ev_per_a=15.2 total_charge=-1
S -3.6946 -0.5473 -0.5809 -11.6386 7.4792 -6.2102
S -2.4695 -1.5103 0.0415 9.7085 -8.9912 4.7723
N -1.4041 -0.2547 0.6203 1.2545 1.9795 0.9995
N -1.2118 1.7409 1.3861 -1.1924 -1.1281 -0.0238
N -0.1198 1.4875 0.6999 1.6206 -0.9000 -1.0748
N -2.0254 0.7146 1.3447 1.5093 0.1880 0.0421
C -0.2273 0.2410 0.1890 -0.3107 0.7983 1.2008
H 0.5643 -0.3174 -0.3453 -0.9512 0.5744 0.2941


[5]
6
Properties=species:S:1:pos:R:3:forces:R:3 method="wB97M-V/def2-TZVPD" energy_ev=-17465.482 relative_energy_kcal_mol=154.4 homo_lumo_gap_ev="7.99 / 8.27" fmax_ev_per_a=2.1
S -0.5481 2.1195 0.1453 0.2197 -0.4385 -0.3495
O -0.7459 -0.9997 1.1991 0.4821 0.6915 -0.0943
O -0.4546 -1.2363 -0.9239 0.0101 -0.0730 -0.1823
N -0.3978 -0.5982 0.1086 -1.0606 -1.2969 -0.3212
C 0.0936 0.7238 -0.1022 1.9196 0.2845 0.7439
H 2.0529 -0.0091 -0.4268 -1.5709 0.8325 0.2033


[6]
6
Properties=species:S:1:pos:R:3:forces:R:3 method="wB97M-V/def2-TZVPD" energy_ev=-17466.943 relative_energy_kcal_mol=112.6 s_squared=2.01 homo_lumo_gap_ev="7.84 / 7.75" spin_multiplicity=3 fmax_ev_per_a=4.2
S 1.2120 1.8090 0.1549 0.6020 1.9713 0.8784
O 2.2923 -1.1771 -0.9634 1.2673 -1.6893 0.0494
O 1.3552 -1.4425 1.0056 0.6090 -0.7451 0.3870
N 1.5876 -0.9105 -0.0350 -2.0435 3.0678 -1.3397
C 0.7942 0.3689 -0.4085 -2.5602 -2.9693 -1.6221
H -0.0904 0.1654 -1.1593 2.1254 0.3645 1.6470


[7]
6
Properties=species:S:1:pos:R:3:forces:R:3 method="wB97M-V/def2-TZVPD" energy_ev=-8681.529 relative_energy_kcal_mol=49.7 homo_lumo_gap_ev="8.45 / 8.41" fmax_ev_per_a=4.2
O -0.1581 1.5247 -0.0223 -1.0696 -0.0724 -0.0874
O 2.2733 -0.6443 0.0977 -3.7751 1.5148 0.1509
O -1.0734 -0.6326 0.0794 -1.3651 0.6201 -0.3271
N 1.1054 -0.2556 -0.0996 3.4487 -2.2593 -0.9100
C -0.1239 0.3224 0.0052 0.6621 0.2330 0.9224
H -2.0234 -0.3147 -0.0605 2.0990 -0.0361 0.2512


[8]
7
Properties=species:S:1:pos:R:3:forces:R:3 method="wB97M-V/def2-TZVPD" energy_ev=-19514.843 relative_energy_kcal_mol=131.7 homo_lumo_gap_ev=9.46 fmax_ev_per_a=4.1
S 4.4731 0.2491 0.1703 -0.3289 -0.0817 0.0538
O 1.9128 0.5497 -0.7128 0.4687 0.1642 0.5964
O 2.2492 -1.3035 -0.1004 0.2846 0.1038 0.4803
O -0.1173 -0.6344 0.3468 3.1369 0.0880 -1.5998
N 1.2430 -0.6548 -0.7731 -4.0546 -0.5743 0.6580
C 2.9699 -0.1346 -0.1387 0.3992 0.3191 0.0390
H -0.6824 0.0134 -0.1001 0.0941 -0.0190 -0.2277


[9]
8
Properties=species:S:1:pos:R:3:forces:R:3 method="wB97M-V/def2-TZVPD" energy_ev=-21566.026 relative_energy_kcal_mol=38.1 homo_lumo_gap_ev=3.22 fmax_ev_per_a=3.4 total_charge=-2
S -1.6386 -0.8537 -0.0531 -0.7996 -0.8418 3.1604
O -1.0396 -1.6686 1.0257 -0.8929 1.6211 -1.9661
O -1.0221 -0.9046 -1.3251 0.6234 0.1855 -0.9987
O -1.2946 0.8109 0.6018 0.6647 -1.8255 0.7154
O -3.0713 -0.6893 0.0027 0.2475 -0.6457 -0.3869
N -1.1490 3.0736 -0.1266 -0.1915 -0.7939 -0.6326
C -1.2441 1.9227 0.0591 0.2580 2.3148 0.1097
H 10.4592 -1.6911 -0.1845 0.0903 -0.0145 -0.0013


[10]
10
Properties=species:S:1:pos:R:3:forces:R:3 method="wB97M-V/def2-TZVPD" energy_ev=-34449.201 relative_energy_kcal_mol=49.1 homo_lumo_gap_ev=6.70 fmax_ev_per_a=7.0 total_charge=-2
S 0.7251 1.1365 0.1039 3.8360 1.5759 -0.2101
S -1.7008 -1.1909 0.0370 -2.5339 0.4182 -0.3126
O 0.9351 1.2431 -1.3781 -0.4172 0.1586 2.0689
O -2.6114 -0.8459 1.2244 1.6554 -0.0908 -1.2814
O -0.0926 2.1446 0.7462 -1.0969 -0.1972 -0.5155
O 2.0494 1.1099 0.8785 -2.1175 -0.7985 -1.6890
O -2.1505 -0.4375 -1.2260 0.8025 -0.8303 1.7548
N 0.9828 -1.5143 -0.1181 -6.1489 2.9879 1.5361
C 0.0317 -0.5069 0.1992 4.9320 -4.4230 -1.6314
H 1.8312 -1.1387 -0.4671 1.0887 1.1991 0.2800


[11]
10
Properties=species:S:1:pos:R:3:forces:R:3 method="wB97M-V/def2-TZVPD" energy_ev=-25657.637 s_squared=2.01 homo_lumo_gap_ev="9.36 / 7.84" spin_multiplicity=3 fmax_ev_per_a=2.5
S -2.6634 -0.2155 -0.0475 -0.1820 0.6402 -1.4275
O 0.8664 -0.5764 -0.3847 0.3558 -0.7270 -1.8569
O -2.3436 1.1018 0.4169 -0.0805 -0.0942 0.3306
O -0.8257 -1.3837 0.8721 0.6365 -0.8368 0.5340
O 1.1856 0.6445 1.5156 -0.2061 -0.5351 0.6625
O -2.1622 -0.5378 -1.3642 -0.4907 -0.0920 0.5777
O 2.3552 1.0661 -0.2850 -0.0075 0.5865 -2.4206
N 0.0837 -1.6477 0.1043 0.4619 1.7141 0.7882
C 1.4638 0.4052 0.3941 -1.2180 -0.4165 2.0614
H 2.0403 1.1435 -1.2216 0.7306 -0.2391 0.7507


[12]
5
Properties=species:S:1:pos:R:3:forces:R:3 method="wB97M-V/def2-TZVPD" energy_ev=-15423.232 relative_energy_kcal_mol=23.3 homo_lumo_gap_ev="7.77 / 7.78" fmax_ev_per_a=1.1
S -4.1596 0.2129 -0.0284 -0.6038 0.8522 -0.0250
O -3.4389 -1.0603 0.0013 0.5219 -0.8658 0.0215
N -1.1441 1.5847 0.1389 -0.1993 1.1175 -0.0468
C -0.7720 0.5116 0.1209 -0.0489 -0.3086 0.1031
H -0.5253 -0.5052 0.1451 0.3301 -0.7954 -0.0528


[13]
6
Properties=species:S:1:pos:R:3:forces:R:3 method="wB97M-V/def2-TZVPD" energy_ev=-26259.367 relative_energy_kcal_mol=12.0 homo_lumo_gap_ev="7.36 / 7.38" fmax_ev_per_a=4.0
S -0.1009 -1.3109 0.1326 0.3379 -0.2205 -0.1618
S 2.8579 0.9232 0.7816 -0.0603 0.0923 0.4478
O 3.2515 -0.5390 -1.4715 -0.3176 0.5750 1.5022
N 1.3320 -1.8679 -0.1048 -1.5345 -0.1112 3.7346
C 3.0492 0.0217 -0.4622 0.9173 -0.1058 -1.9651
H 1.5836 -1.8819 -1.0234 0.6572 -0.2299 -3.5576


[14]
6
Properties=species:S:1:pos:R:3:forces:R:3 method="wB97M-V/def2-TZVPD" energy_ev=-25269.748 relative_energy_kcal_mol=10.1 s_squared=2.01 homo_lumo_gap_ev="8.12 / 7.29" spin_multiplicity=3 fmax_ev_per_a=5.0
S -3.2355 -2.0002 -0.1736 -4.5653 1.5820 -1.2339
P -1.6280 -2.8646 0.2206 3.7772 -1.4322 1.0387
O -0.3780 0.5767 1.0822 0.5965 1.8294 0.7154
O -0.6967 -1.5397 0.6714 -0.3819 0.3845 0.5630
C -1.1824 -0.2564 0.9740 -0.3308 -2.2370 -1.4251
H -2.3102 -0.1548 0.9310 0.9042 -0.1266 0.3418


[15]
8
Properties=species:S:1:pos:R:3:forces:R:3 method="wB97M-V/def2-TZVPD" energy_ev=-38154.677 relative_energy_kcal_mol=65.4 homo_lumo_gap_ev=5.49 fmax_ev_per_a=3.1 total_charge=-2
S 2.1335 -1.6903 -0.5733 1.8623 0.9269 -1.1450
S 1.2896 1.7506 -1.1475 0.1960 0.0191 -0.0071
P -1.0987 0.3137 0.4055 0.4660 -0.0531 2.7867
O -0.8413 1.2931 1.5099 0.1522 1.8039 0.0986
O -1.1629 -1.0256 0.9710 -0.3624 -3.0633 0.0444
O -1.8844 0.6885 -0.7672 -1.5655 0.8253 -2.1886
C 0.5141 0.6290 -0.4167 1.4068 0.2427 -0.8267
H 1.0500 -1.9590 0.0182 -2.1554 -0.7014 1.2377


[16]
8
Properties=species:S:1:pos:R:3:forces:R:3 method="wB97M-V/def2-TZVPD" energy_ev=-22119.639 relative_energy_kcal_mol=203.9 homo_lumo_gap_ev="8.91 / 7.45" fmax_ev_per_a=2.4 total_charge=-1
S -0.1629 -3.0987 0.0540 0.3840 1.2019 -0.6992
O 0.9941 -2.8399 0.8743 0.2198 -0.1200 0.2066
O -2.2995 -1.2335 -0.0306 -0.5402 -0.1943 -1.4360
O 0.0697 -3.4264 -1.3208 0.4906 -0.0989 -0.8561
O -1.4767 -0.9753 1.1219 0.6049 1.0383 2.0594
O -1.2356 -3.8350 0.6409 -0.7932 -0.4649 0.8908
C -0.9115 -1.3074 -0.0263 -0.4308 -0.7692 -0.5192
H -0.6209 0.7418 -1.3792 0.0649 -0.5928 0.3537


[17]
8
Properties=species:S:1:pos:R:3:forces:R:3 method="wB97M-V/def2-TZVPD" energy_ev=-22127.584 relative_energy_kcal_mol=20.7 homo_lumo_gap_ev=9.49 fmax_ev_per_a=3.1 total_charge=-1
S -0.9416 0.4348 -0.8559 2.5226 0.5220 -1.6724
O 0.2573 0.5721 0.9320 -1.4333 0.8822 -1.7678
O 0.0610 -0.0771 -1.8022 -0.9254 0.5846 1.5725
O -1.9166 -0.4978 -0.4293 -0.7911 -0.6275 0.8640
O 2.0129 -0.5301 1.8163 -1.3969 0.5508 -0.9510
O -1.3578 1.7951 -1.1148 0.3853 -0.6357 1.0201
C 1.0481 -0.4246 1.0292 2.0273 -0.3298 2.0074
H 0.8366 -1.2726 0.4247 -0.3887 -0.9466 -1.0729


[18]
4
Properties=species:S:1:pos:R:3:forces:R:3 method="wB97M-V/def2-TZVPD" energy_ev=-12385.181 relative_energy_kcal_mol=0.0 s_squared=2.01 homo_lumo_gap_ev="7.25 / 8.11" spin_multiplicity=3 fmax_ev_per_a=3.9
P 0.7370 -0.9150 0.0146 0.9678 -3.8061 -0.0461
O 3.2144 0.4095 0.0556 -0.2050 -0.3467 -0.5629
C 2.1126 0.0039 -0.1422 0.8860 1.8859 0.7331
H -0.3496 -0.1444 0.0774 -1.6488 2.2670 -0.1242


[19]
5
Properties=species:S:1:pos:R:3:forces:R:3 method="wB97M-V/def2-TZVPD" energy_ev=-23222.503 relative_energy_kcal_mol=21.7 homo_lumo_gap_ev=7.06 fmax_ev_per_a=5.1
S 0.2396 -2.0224 0.1631 -0.9120 -0.1341 0.1707
P -1.2273 0.5869 0.1594 0.1803 1.2131 -0.0457
O -0.8797 2.0397 0.1204 -0.1288 -1.3573 0.0088
C 0.2984 -0.4334 -0.0853 5.0118 -0.0898 -0.8203
H 1.5690 -0.1707 -0.3576 -4.1514 0.3681 0.6864


[20]
5
Properties=species:S:1:pos:R:3:forces:R:3 method="wB97M-V/def2-TZVPD" energy_ev=-23222.968 relative_energy_kcal_mol=11.0 homo_lumo_gap_ev=7.44 fmax_ev_per_a=3.6
S 1.3468 -1.7936 0.3109 0.0822 -0.2105 -0.0640
P -1.5059 -1.6577 0.6989 0.9965 -1.9764 -0.7067
O -2.2736 -0.4933 1.0586 -1.6327 1.9797 0.8311
C 0.0188 -0.9516 -0.0003 1.0220 3.4248 -0.6589
H 0.1056 0.2498 -0.3123 -0.4680 -3.2176 0.5986